# 1
Below is a cluster of 2 separate species, C4H12OS2 in total in a non-equilibrium geometry, with properties calculated with ωB97M-V/def2-TZVPD.

Output
* charge: 0
* Kohn-Sham gap: 8.333 eV
* SMILES: CCSSCC.O
* DFT total energy: -1031.176871 Eh
* relative energy (zero: lowest compared OMol25 entry of this formula, charge and spin): 107.49 kJ/mol

Positions of all 19 atoms, in Å:
H  -3.1951  -2.1928  1.0462
H  -1.1212  1.4642  0.3345
C  1.2313  -0.1273  0.9422
H  -1.4830  0.1438  -1.6419
O  -2.6909  -2.9013  1.4568
C  -0.8083  1.0039  -1.7789
H  -1.9122  -2.4688  1.8114
H  0.7329  -0.5810  1.8059
H  2.8992  -0.7589  -0.3724
C  2.2144  -1.1385  0.3814
H  2.8663  -1.6043  1.1219
C  -0.8397  1.9836  -0.5929
S  0.7977  2.6707  -0.2822
H  -1.2135  1.5579  -2.6450
H  0.4013  -0.0912  0.2337
S  1.9076  1.5774  1.1020
H  1.6639  -2.0053  -0.0131
H  0.1484  0.7194  -2.2182
H  -1.5992  2.7487  -0.6914

Results of the Mulliken charge analysis, in e, for atoms 1 through 2: atom 1 (H): 0.3155, atom 2 (H): 0.2890


# 2
Below is a cluster of 2 separate species, C4H12OS2 in total in a non-equilibrium geometry, with properties calculated with ωB97M-V/def2-TZVPD.

Output
* charge: 0
* Kohn-Sham gap: 9.328 eV
* SMILES: CCSSCC.O
* DFT total energy: -1031.132349 Eh
* relative energy (zero: lowest compared OMol25 entry of this formula, charge and spin): 224.39 kJ/mol

Positions of all 19 atoms, in Å:
H  0.8609  2.5305  -1.5334
S  -0.0095  -1.3906  0.8392
H  -0.5458  2.1749  -0.1815
C  -1.7114  -1.7449  0.2829
H  0.3155  3.5242  0.2056
O  3.5570  -1.3474  -2.0012
C  -2.7220  -0.9470  1.1980
C  0.5608  2.5473  -0.3294
H  -2.0107  -2.8175  0.1123
H  3.1304  -2.2759  -2.0780
C  1.3548  1.4523  0.1730
H  -3.6468  -1.5031  1.3132
H  -1.8640  -1.1888  -0.6683
S  0.9753  -0.2744  -0.5013
H  3.3712  -1.2789  -1.0700
H  -2.9036  -0.0153  0.7488
H  -2.3504  -0.7145  2.2281
H  2.4797  1.7762  -0.0126
H  1.1587  1.4928  1.2746

Results of the Mulliken charge analysis, in e, for atoms 1 through 2: atom 1 (H): 0.1973, atom 2 (S): -0.0976


# 3
Below is a cluster of 2 separate species, C4H12OS2 in total in a non-equilibrium geometry, with properties calculated with ωB97M-V/def2-TZVPD.

Output
* charge: 0
* Kohn-Sham gap: 8.488 eV
* SMILES: CCCSSC.O
* DFT total energy: -1031.182231 Eh
* relative energy (zero: lowest compared OMol25 entry of this formula, charge and spin): 93.42 kJ/mol

Positions of all 19 atoms, in Å:
H  -0.4417  3.2204  -1.6761
H  -0.0019  -3.1458  -0.4830
H  0.6315  -1.7675  -1.1396
H  2.8561  3.0384  1.2083
S  0.3464  0.9400  -0.9143
C  -1.5505  -1.9792  -0.9540
C  -0.1029  -2.0496  -0.3894
C  -0.3561  2.6623  -0.7511
O  2.6539  2.4362  1.9236
H  1.0560  -1.7572  1.4353
S  -0.0140  0.3600  1.1591
H  -2.2535  -2.3810  -0.2207
H  -0.6245  -1.8125  1.7531
C  0.0915  -1.5076  0.9887
H  2.0258  1.8240  1.5119
H  -1.5862  -2.7566  -1.7165
H  0.3387  3.2171  -0.1164
H  -1.8119  -1.0531  -1.4601
H  -1.2566  2.5116  -0.1589

Results of the Mulliken charge analysis, in e, for atoms 1 through 2: atom 1 (H): 0.3389, atom 2 (H): 0.3679


# 4
Below is a cluster of 2 separate species, C4H12OSi in total in a non-equilibrium geometry, with properties calculated with ωB97M-V/def2-TZVPD.

Output
* charge: 0
* Kohn-Sham gap: 11.011 eV
* SMILES: C[SiH2]C.CC=O
* DFT total energy: -524.278083 Eh
* relative energy (zero: lowest compared OMol25 entry of this formula, charge and spin): 328.46 kJ/mol

Positions of all 18 atoms, in Å:
H  0.3759  -1.4032  -4.1485
Si  0.4160  -0.3772  1.6653
C  0.0365  -1.1018  -3.1462
H  1.8965  1.4333  0.2033
H  0.3341  1.9316  0.9546
H  1.6453  1.7037  2.0843
H  -0.0782  -2.0577  -2.5536
H  -0.4806  -0.9784  0.6449
O  -1.2478  0.7700  -2.3969
H  -0.9796  -0.6271  3.4895
C  -1.1983  -0.1972  -3.1004
H  1.1331  -1.5759  2.2832
C  1.2077  1.3173  1.1146
H  -1.9893  -0.3792  -3.8648
H  0.9668  -0.5988  -2.8344
C  -0.6462  0.3165  3.1137
H  0.0024  0.8793  3.7161
H  -1.3943  0.9448  2.7754

Results of the Mulliken charge analysis, in e, for atoms 1 through 2: atom 1 (H): 0.3421, atom 2 (Si): 0.4679


# 5
Below is a cluster of 2 separate species, C4H12P2 in total in a non-equilibrium geometry, with properties calculated with ωB97M-V/def2-TZVPD.

Output
* charge: 0
* Kohn-Sham gap: 9.042 eV
* SMILES: CP(C)#[PH2].C=C
* DFT total energy: -842.207578 Eh
* relative energy (zero: lowest compared OMol25 entry of this formula, charge and spin): 200.91 kJ/mol

Positions of all 18 atoms, in Å:
H  1.5263  -1.7797  -0.3899
H  -0.5686  2.9834  -0.2451
H  -1.2220  2.4824  1.2802
P  -0.2322  0.5917  0.0496
H  0.5650  -0.7081  2.0178
H  -1.7002  -1.7326  0.0229
H  1.6486  0.6219  1.4098
H  2.0859  -0.0779  -1.1971
H  -2.5377  -0.0903  -0.7723
H  1.4867  -1.5525  -3.3825
H  -2.0985  2.1115  -0.1539
H  1.3405  -2.9946  -2.4272
C  0.6544  0.3058  1.6967
P  -2.0657  -0.5733  0.4997
C  1.6095  -1.9024  -2.3670
C  1.7973  -1.1751  -1.2949
C  -1.1129  2.2248  0.2379
H  0.2425  0.8064  2.5520

Results of the Mulliken charge analysis, in e, for atoms 1 through 2: atom 1 (H): 0.1642, atom 2 (H): 0.3430


# 6
Below is a cluster of 2 separate species, C4H12S in total in a non-equilibrium geometry, with properties calculated with ωB97M-V/def2-TZVPD.

Output
* charge: -1
* Kohn-Sham gap (spin up / spin down): 2.120 / 8.127 eV
* spin multiplicity: 2
* DFT total energy: -557.686631 Eh
* relative energy (zero: lowest compared OMol25 entry of this formula, charge and spin): 91.87 kJ/mol

Positions of all 17 atoms, in Å:
H  1.5548  -1.5515  1.7577
H  -2.0896  1.4427  -0.0706
C  -0.0373  -2.9941  -0.6534
H  -0.5844  0.7652  -0.7344
H  1.0405  -3.2396  -0.5321
H  -0.5903  -3.7989  -0.1853
H  2.0558  -0.8032  0.2271
H  0.6000  3.0714  -0.3556
H  -1.2823  1.8103  -1.5541
H  -0.1988  -2.8484  -1.7102
H  0.0501  2.3476  1.1495
H  -0.8891  3.6620  0.3266
C  1.2473  -0.8986  0.9546
C  -1.1074  1.7082  -0.4476
H  0.9421  0.1092  1.2088
C  -0.2821  2.7674  0.1954
S  -0.4295  -1.5496  0.4235

Results of the Mulliken charge analysis, in e, for atoms 1 through 2: atom 1 (H): 0.4006, atom 2 (H): 0.3297


# 7
Below is a cluster of 2 separate species, C4H12S in total, with properties calculated with ωB97M-V/def2-TZVPD.

Output
* charge: 0
* Kohn-Sham gap: 9.892 eV
* SMILES: CCS.CC
* DFT total energy: -557.762961 Eh
* relative energy (zero: lowest compared OMol25 entry of this formula, charge and spin): 19.56 kJ/mol

Positions of all 17 atoms, in Å:
H  -0.2623  0.3099  -1.9748
H  0.0889  -2.8196  -0.4343
H  -0.0642  2.4773  0.5298
C  1.0261  -2.7556  -0.9846
H  0.9405  -3.3067  -1.9268
H  -1.4379  3.4355  1.1301
H  -0.2486  1.2655  2.4609
H  -1.7083  2.1590  -0.0127
C  1.4214  -1.3088  -1.2449
H  2.4716  -1.1788  -1.4929
H  -1.5757  0.4736  1.7123
H  1.1897  -0.6887  -0.3888
C  -1.2300  1.4557  2.0242
H  -1.8138  1.8651  2.8441
C  -1.1006  2.4405  0.8446
S  0.4811  -0.5743  -2.6487
H  1.8223  -3.2496  -0.4375

Results of the Mulliken charge analysis, in e, for atoms 1 through 2: atom 1 (H): 0.0777, atom 2 (H): 0.2629


# 8
Below is a cluster of 2 separate species, C4H12S in total in a non-equilibrium geometry, with properties calculated with ωB97M-V/def2-TZVPD.

Output
* charge: 0
* Kohn-Sham gap: 9.872 eV
* SMILES: CCS.CC
* DFT total energy: -557.744342 Eh
* relative energy (zero: lowest compared OMol25 entry of this formula, charge and spin): 68.44 kJ/mol

Positions of all 17 atoms, in Å:
H  0.3393  -2.3490  2.0196
H  -0.8513  -0.1894  3.0457
H  -1.6390  0.5776  -1.2052
H  -0.8027  2.0170  -0.6393
H  0.8545  1.4908  -2.6697
C  0.7825  -1.4023  2.3370
H  -1.1751  1.8171  -2.4595
C  0.4591  0.7854  -1.9037
H  1.2175  0.7484  -1.1372
H  -0.0003  -0.5891  -3.7683
H  1.1365  -1.6559  3.3514
C  -0.9538  1.3568  -1.5090
H  0.1274  0.6381  1.7468
C  -0.2795  -0.3041  2.1379
S  0.2248  -0.9804  -2.4845
H  -1.0682  -0.6355  1.4605
H  1.6284  -1.3258  1.6779

Results of the Mulliken charge analysis, in e, for atoms 1 through 2: atom 1 (H): 0.2691, atom 2 (H): 0.3496


# 9
Below is a cluster of 2 separate species, C4H12S in total in a non-equilibrium geometry, with properties calculated with ωB97M-V/def2-TZVPD.

Output
* charge: 0
* Kohn-Sham gap: 9.298 eV
* SMILES: CSC.CC
* DFT total energy: -557.717680 Eh
* relative energy (zero: lowest compared OMol25 entry of this formula, charge and spin): 138.44 kJ/mol

Positions of all 17 atoms, in Å:
C  3.3491  -0.2041  2.3093
H  3.2721  -2.3847  2.7978
H  3.2204  0.7607  2.7440
H  0.0355  -0.9171  -1.5222
H  2.8349  -0.0365  1.3690
S  -1.4510  0.8861  -1.7543
H  -3.4237  -0.0091  -0.5936
H  3.1166  -1.0222  4.2242
C  -0.8635  -0.7447  -1.9687
H  -3.3208  1.7249  -0.4113
H  4.4003  -0.1384  1.9614
H  -2.3845  0.9287  0.6750
H  1.8006  -1.5543  3.1251
H  -0.6294  -0.8899  -3.0536
H  -1.4568  -1.5210  -1.5201
C  2.9160  -1.3397  3.1157
C  -2.7765  0.7686  -0.4107

Results of the Mulliken charge analysis, in e, for atoms 1 through 2: atom 1 (C): -0.8693, atom 2 (H): 0.2511


# 10
Below is a cluster of 2 separate species, C4H12S2 in total in a non-equilibrium geometry, with properties calculated with ωB97M-V/def2-TZVPD.

Output
* charge: 0
* Kohn-Sham gap: 9.996 eV
* SMILES: CCS.CCS
* DFT total energy: -955.948480 Eh
* relative energy (zero: lowest compared OMol25 entry of this formula, charge and spin): 41.94 kJ/mol

Positions of all 18 atoms, in Å:
H  0.9979  -1.5221  1.5765
H  0.9207  -2.9928  0.5961
H  1.3655  -1.5301  -0.1919
H  -0.8763  -0.5975  -0.1026
C  0.6747  1.5540  -1.1260
H  1.0939  2.4714  0.8068
H  -1.0823  -2.2540  -0.5195
C  0.7209  -1.9212  0.6051
H  -2.1977  -3.0519  1.4750
H  0.6239  0.4761  -1.3308
H  0.1889  1.0045  0.9999
S  -1.8836  -1.7667  1.6792
C  -0.7318  -1.6073  0.2780
H  1.6874  1.8539  -1.3769
H  -0.7240  3.4002  -1.7736
S  -0.5167  2.2043  -2.3361
H  -0.5906  2.4362  0.4143
C  0.3291  1.8429  0.3265

Results of the Mulliken charge analysis, in e, for atoms 1 through 2: atom 1 (H): 0.3160, atom 2 (H): 0.3749


# 11
Below is a cluster of 2 separate species, C4H12S2 in total in a non-equilibrium geometry, with properties calculated with ωB97M-V/def2-TZVPD.

Output
* charge: 0
* Kohn-Sham gap: 9.816 eV
* SMILES: CCS.CCS
* DFT total energy: -955.937482 Eh
* relative energy (zero: lowest compared OMol25 entry of this formula, charge and spin): 70.81 kJ/mol

Positions of all 18 atoms, in Å:
H  -0.7329  2.3073  0.1293
H  2.4435  -0.4707  -1.4923
H  0.7802  -0.9042  -1.4024
H  -2.7926  -1.1133  -0.8251
H  -1.0170  -0.0404  0.8580
H  3.0616  1.0474  0.6133
H  0.7776  -1.3267  0.9710
S  -3.2875  -0.5515  0.2271
H  -2.2117  1.0053  1.6577
H  1.9528  -2.1337  -1.4056
C  1.7547  -1.1969  0.5090
H  2.4073  -2.0017  0.8499
C  1.7634  -1.1434  -0.9750
H  -1.2071  1.5062  -1.2593
C  -1.5629  1.6880  -0.2459
H  -2.3819  2.4110  -0.2658
S  2.1612  0.3533  1.3412
C  -1.9088  0.5640  0.7149

Results of the Mulliken charge analysis, in e, for atoms 1 through 2: atom 1 (H): 0.2942, atom 2 (H): 0.3089


# 12
Below is a cluster of 2 separate species, C4H12S2Si in total in a non-equilibrium geometry, with properties calculated with ωB97M-V/def2-TZVPD.

Output
* charge: 0
* Kohn-Sham gap: 8.788 eV
* SMILES: CC[Si](=S)CC.S
* DFT total energy: -1245.483323 Eh
* relative energy (zero: lowest compared OMol25 entry of this formula, charge and spin): 131.06 kJ/mol

Positions of all 19 atoms, in Å:
S  1.2172  -2.9874  -0.6053
H  2.6927  -0.6680  2.2251
C  0.8691  -0.0615  1.2173
H  -2.5427  -2.4559  -0.1040
H  1.6683  0.9073  -1.9332
S  -3.2213  -1.3734  0.2667
H  -4.3858  -1.9262  -0.0378
H  -0.1974  -0.0409  1.4602
H  0.8412  -0.3674  -2.8022
C  -0.4783  0.9741  -1.7664
H  -1.3236  0.2895  -1.7506
C  0.8359  0.2017  -1.8730
H  -0.6010  1.6425  -2.6187
H  1.3249  -1.7425  2.5015
Si  1.0597  -1.0074  -0.4204
C  1.6157  -0.7020  2.3832
H  1.3912  -0.1772  3.3127
H  1.1842  0.9803  1.1165
H  -0.5151  1.5771  -0.8614

Results of the Mulliken charge analysis, in e, for atoms 1 through 2: atom 1 (S): -0.4036, atom 2 (H): 0.3451


# 13
Below is a structure of composition C4H13CdN2 in a non-equilibrium geometry, with properties calculated with ωB97M-V/def2-TZVPD.

Output
* charge: -1
* Kohn-Sham gap (spin up / spin down): 2.800 / 4.052 eV
* DFT total energy: -437.218532 Eh

Positions of all 20 atoms, in Å:
C  -3.0201  -0.0835  1.1414
H  1.1056  0.6710  -2.6133
H  -3.9957  -0.8354  -0.6645
H  4.3435  0.1901  1.3497
H  -5.1794  -0.0102  0.3220
N  -0.8081  0.0116  -0.1929
H  -3.9742  0.8783  -0.5768
H  1.2881  -0.8966  -2.4491
H  4.5564  -0.1567  -0.3996
H  1.5350  -0.4686  2.1994
H  -3.1618  -0.9614  1.7714
C  -4.1228  -0.0113  0.0351
H  4.3545  1.5588  0.1653
C  -1.7164  -0.0635  0.4490
H  2.5939  0.0450  -2.6366
N  1.6998  -0.0171  -2.0842
Cd  1.8188  0.0730  0.3350
H  -3.1279  0.7529  1.8294
H  1.7769  -1.1806  1.6806
C  4.0339  0.5041  0.3387

Results of the Mulliken charge analysis, in e, for atoms 1 through 2: atom 1 (C): 0.1081, atom 2 (H): 0.5664